The following is a quantum chemistry calculation of the molecule C12H21OP, from the Open Molecules 2025 dataset.

```
35
Properties=species:S:1:pos:R:3:forces:R:3
C -0.155 1.508 0.527 -1.517 0.360 1.725
C -1.135 0.717 1.374 1.724 0.324 -0.326
C -0.804 0.475 -2.916 -1.798 1.724 -2.092
C 0.005 -0.801 -2.715 -2.329 -0.073 -1.357
C -1.399 1.096 -1.654 -0.453 -0.999 0.552
C 1.352 -0.637 -2.141 1.246 -2.623 1.646
C -0.374 1.631 -0.748 1.807 0.796 -1.301
C 1.387 -0.788 -0.560 0.417 -0.315 -2.167
C -0.387 -0.511 1.893 -0.862 -2.948 0.410
C 2.444 -0.263 -0.037 3.965 3.514 0.832
C 0.646 -0.361 3.002 0.961 -0.148 2.729
C -1.455 -1.462 2.513 -0.886 -2.415 2.202
O 0.859 2.132 1.195 0.639 0.136 -0.366
P 0.339 -1.761 0.571 -0.946 0.868 -0.891
H -1.560 1.292 2.223 0.208 -0.186 -0.493
H -1.900 0.450 0.631 -0.021 -0.204 1.002
H -0.330 1.305 -3.466 1.004 -0.351 0.391
H -1.643 0.375 -3.718 0.896 -0.692 1.627
H -0.706 -1.426 -2.070 1.342 0.327 -1.210
H 0.080 -1.245 -3.725 -0.124 -0.183 0.551
H -1.952 2.029 -1.831 -0.858 -0.811 -0.608
H -1.959 0.260 -1.146 -0.099 1.229 -0.553
H 2.110 -1.374 -2.594 -1.371 0.287 0.844
H 1.880 0.242 -2.411 -0.114 1.455 -0.010
H 0.357 2.260 -1.261 0.066 0.022 -0.186
H 2.642 -0.197 1.023 -0.004 -0.527 0.179
H 1.497 2.509 0.545 -0.724 -0.428 0.596
H 3.221 0.466 -0.572 -1.765 -1.787 0.570
H 0.436 0.385 3.834 -0.504 -0.614 -1.183
H 1.643 -0.080 2.735 0.432 0.417 -0.782
H 0.868 -1.316 3.619 -0.867 1.055 -1.308
H -1.117 -2.525 3.036 -0.140 2.565 -1.845
H -2.332 -1.735 1.883 0.747 0.359 0.024
H -1.896 -1.020 3.436 0.189 0.318 -0.623
H -0.662 -1.631 -0.475 -0.259 -0.456 1.420
```
Forces are in eV/Å.

Computed properties:
orbital gap = 9.10 eV
DFT total energy = -24117.0551 eV
max |F| = 5.36 eV Å⁻¹
HOMO level = -8.29 eV
SMILES string = C=C1CCCC/C=C(/O)CC(C)(C)P1